2 unconnected molecules or ions with the total composition C7H17NO at a distorted geometry. Source: the OMol25 dataset; level of theory: wB97M-V/def2-TZVPD.

## Properties
- Energy: -406.7693 Eh
- Gap between HOMO and LUMO: 9.59 eV
- E_HOMO: -8.8 eV
- ΔE to the lowest compared entry with this formula, charge and spin: 4.383 eV

Element x y z (Å)
C1 -0.50 -0.04 -2.33
C2 0.62 0.16 -3.45
C3 1.13 0.75 -0.65
C4 -2.70 0.61 -0.69
C5 -1.32 0.97 -0.20
O1 -0.96 1.60 0.74
N1 -0.25 0.57 -0.99
H1 -1.32 0.20 -2.81
H2 -0.77 -1.18 -2.07
H3 1.13 1.05 -3.49
H4 0.55 -0.43 -4.48
H5 1.52 -0.19 -0.11
H6 -3.36 1.38 -0.26
H7 1.51 -0.40 -2.97
H8 1.95 1.07 -1.35
H9 1.33 1.47 0.11
H10 -2.98 0.44 -1.81
H11 -3.08 -0.38 -0.50
C6 0.38 -0.61 3.16
C7 1.70 -1.32 3.57
H12 -0.02 -0.56 2.14
H13 -0.56 -1.00 3.50
H14 0.29 0.49 3.55
H15 2.68 -0.97 3.50
H16 1.51 -2.36 3.27
H17 1.53 -1.32 4.61